Record 1
Below is a cluster of 7 separate species, C37H48N8O4 in total in a non-equilibrium geometry, with properties calculated with the ωB97M-V functional and the def2-TZVPD basis.

Last column: Löwdin charge in e.
Atoms and positions in Å:
C -3.486 1.898 -0.396  -0.071
C -3.296 0.428 -0.835  -0.241
N -2.496 -0.358 0.122  0.045
C -1.142 0.015 0.224  -0.138
C -0.390 -0.421 1.211  -0.077
C -0.875 -1.321 2.331  0.000
C -1.660 -2.538 1.908  -0.511
O -2.534 -2.922 2.607  0.120
O -1.408 -3.181 0.744  0.096
C 1.059 0.028 1.277  -0.313
O 1.925 -0.692 1.641  0.127
C 1.277 1.471 0.876  0.067
C 0.535 1.925 -0.105  -0.124
C 0.673 3.385 -0.523  -0.135
C 0.172 3.730 -1.942  -0.187
C 0.657 5.174 -2.321  -0.269
N -0.300 6.228 -1.975  -0.004
C -0.417 0.943 -0.753  -0.254
O -0.527 0.890 -1.935  0.124
H -4.455 2.214 -0.799  0.077
H -2.695 2.562 -0.758  0.052
H -3.600 1.900 0.695  0.082
H -4.301 -0.017 -0.832  0.117
H -2.963 0.341 -1.876  0.092
H -2.584 -1.331 -0.158  0.117
H 0.028 -1.697 2.840  0.138
H -1.408 -0.736 3.084  0.150
H -2.238 -3.646 0.544  0.127
H 2.012 2.091 1.382  0.138
H 0.173 4.043 0.203  0.121
H 1.741 3.637 -0.489  0.118
H -0.926 3.738 -1.977  0.092
H 0.551 3.035 -2.698  0.108
H 1.559 5.363 -1.723  0.100
H 0.922 5.227 -3.381  0.107
H -0.369 6.318 -0.966  0.044
H -1.222 6.000 -2.334  0.063
N -2.180 1.365 -4.345  0.014
C -2.168 1.022 -5.668  -0.135
C -3.233 1.635 -6.276  -0.113
C -3.912 2.383 -5.281  -0.110
C -3.238 2.198 -4.101  -0.149
H -1.512 1.052 -3.656  0.095
H -1.405 0.372 -6.062  0.106
H -3.494 1.557 -7.319  0.089
H -4.794 2.988 -5.414  0.089
H -3.419 2.587 -3.115  0.087
N 5.348 -2.763 3.215  0.007
C 6.617 -2.270 3.065  -0.159
C 6.531 -1.086 2.379  -0.118
C 5.155 -0.854 2.108  -0.110
C 4.450 -1.904 2.638  -0.141
H 5.112 -3.623 3.676  0.145
H 7.468 -2.802 3.457  0.108
H 7.360 -0.457 2.102  0.095
H 4.729 -0.014 1.586  0.085
H 3.397 -2.113 2.654  0.086
N -5.377 -3.078 2.410  0.002
C -5.758 -1.772 2.283  -0.148
C -7.059 -1.668 2.703  -0.116
C -7.477 -2.963 3.103  -0.116
C -6.416 -3.810 2.912  -0.137
H -4.470 -3.441 2.171  0.099
H -5.072 -1.030 1.906  0.094
H -7.645 -0.763 2.722  0.087
H -8.445 -3.242 3.488  0.088
H -6.312 -4.868 3.090  0.105
N -0.761 -5.916 -0.669  0.000
C 0.168 -6.601 0.066  -0.139
C 0.085 -7.924 -0.277  -0.110
C -0.931 -8.042 -1.263  -0.112
C -1.432 -6.788 -1.485  -0.142
H -0.924 -4.927 -0.618  0.106
H 0.805 -6.088 0.768  0.106
H 0.686 -8.719 0.131  0.090
H -1.256 -8.946 -1.752  0.090
H -2.206 -6.440 -2.150  0.104
N -0.333 7.308 2.267  -0.005
C -0.788 8.438 2.891  -0.142
C 0.233 9.349 2.909  -0.109
C 1.349 8.750 2.267  -0.109
C 0.969 7.493 1.880  -0.153
H -0.870 6.474 2.116  0.136
H -1.796 8.494 3.267  0.105
H 0.186 10.338 3.335  0.091
H 2.318 9.191 2.108  0.092
H 1.509 6.715 1.365  0.098
N 6.807 -3.436 -0.274  0.016
C 7.699 -4.466 -0.377  -0.146
C 7.952 -4.677 -1.707  -0.120
C 7.185 -3.731 -2.436  -0.119
C 6.492 -2.979 -1.523  -0.142
H 6.440 -3.068 0.589  0.105
H 8.076 -4.961 0.503  0.102
H 8.614 -5.424 -2.113  0.087
H 7.146 -3.615 -3.507  0.087
H 5.803 -2.161 -1.654  0.104

**Gap between HOMO and LUMO**: 0.2480 Ha
**Net charge**: 0

---

Record 2
Below is the molecule C3H6N2O in a non-equilibrium geometry, with properties calculated with the ωB97M-V functional and the def2-TZVPD basis.

Last column: Löwdin charge in e.
Atoms and positions in Å:
C 0.572 0.765 0.259  -0.410
C -0.580 1.652 0.106  -0.021
C -0.277 -1.651 -0.118  -0.101
N 1.846 0.763 0.054  0.059
N 0.421 -0.610 0.459  -0.049
O 1.972 -0.632 -0.005  -0.075
H -1.369 1.103 -0.467  0.086
H -1.036 1.701 1.056  0.056
H -0.422 2.744 -0.316  0.136
H -0.649 -2.484 0.537  0.093
H -1.063 -1.242 -0.838  0.105
H 0.584 -2.109 -0.728  0.121

**Gap between HOMO and LUMO**: 0.3686 Ha
**Relative energy (zero: lowest compared OMol25 entry of this formula, charge and spin)**: 136.09 kcal/mol
**Net charge**: 0

---

Record 3
Below is a cluster of 8 separate species, C16H44Cl4O6S6 in total in a non-equilibrium geometry, with properties calculated with the ωB97M-V functional and the def2-TZVPD basis.

Last column: Löwdin charge in e.
Atoms and positions in Å:
C 13.761 9.038 17.974  -0.246
S 13.938 7.500 17.041  0.811
O 12.679 6.743 16.963  -0.563
C 14.154 8.242 15.396  -0.241
H 14.626 9.690 17.782  0.036
H 13.586 8.771 18.963  0.025
H 12.894 9.565 17.590  0.043
H 13.235 8.755 15.161  0.022
H 14.153 7.428 14.673  0.053
H 15.021 8.856 15.375  0.044
C 13.821 13.945 18.523  -0.276
S 15.437 13.243 18.589  0.818
O 15.270 11.848 18.127  -0.562
C 16.062 14.229 17.217  -0.266
H 13.863 14.892 18.991  0.038
H 13.253 13.343 19.251  0.065
H 13.376 13.898 17.546  0.039
H 16.025 15.204 17.707  0.042
H 15.419 14.136 16.317  0.069
H 17.130 14.028 17.014  0.060
C 11.023 8.971 9.476  -0.247
S 11.897 10.585 9.472  0.799
O 13.121 10.424 8.620  -0.566
C 10.674 11.537 8.544  -0.272
H 11.307 8.285 10.291  0.041
H 11.178 8.513 8.470  0.069
H 9.962 9.268 9.578  0.045
H 11.150 12.543 8.353  0.078
H 9.789 11.644 9.192  0.042
H 10.356 11.028 7.685  0.029
C 7.476 11.541 17.494  -0.245
S 8.187 10.228 16.428  0.778
O 8.287 10.951 15.164  -0.564
C 9.746 10.255 17.236  -0.295
H 6.407 11.540 17.217  0.050
H 7.995 12.501 17.278  0.037
H 7.676 11.497 18.559  0.046
H 10.327 9.357 16.865  0.045
H 9.594 10.172 18.311  0.056
H 10.341 11.118 16.935  0.062
C 10.749 6.663 14.047  -0.248
S 10.055 8.265 14.010  0.793
O 11.163 9.183 13.571  -0.542
C 9.033 8.038 12.603  -0.258
H 11.586 6.718 14.742  0.026
H 11.018 6.482 13.001  0.063
H 9.964 6.021 14.451  0.069
H 9.642 7.798 11.769  0.014
H 8.562 9.066 12.470  0.086
H 8.253 7.299 12.852  0.074
C 7.756 15.596 15.336  -0.314
S 8.645 16.049 16.743  0.823
O 8.868 14.741 17.501  -0.567
C 10.130 16.683 15.961  -0.277
H 6.795 15.169 15.665  0.063
H 8.173 14.897 14.599  0.073
H 7.484 16.525 14.833  0.053
H 10.510 17.492 16.593  0.038
H 10.101 16.994 14.857  0.092
H 10.942 15.951 16.019  0.023
Cl 18.317 12.791 7.531  0.566
C 17.056 12.034 8.501  -0.690
C 15.879 12.854 8.850  -0.692
Cl 16.084 14.059 10.129  0.545
H 17.489 11.676 9.392  0.053
H 16.651 11.197 7.994  0.068
H 14.978 12.289 9.120  0.054
H 15.532 13.312 7.923  0.074
Cl 11.870 13.334 14.639  0.531
C 11.961 11.945 13.488  -0.624
C 10.700 11.950 12.646  -0.640
Cl 10.507 13.460 11.631  0.496
H 11.972 11.016 14.022  0.027
H 12.852 11.966 12.911  0.064
H 9.919 11.914 13.454  0.062
H 10.755 11.093 11.949  0.024

**Gap between HOMO and LUMO**: 0.3314 Ha
**Relative energy (zero: lowest compared OMol25 entry of this formula, charge and spin)**: 24.85 kcal/mol
**Net charge**: 0

---

Record 4
Below is a cluster of 6 separate species, C27H57F11N3O19S6 in total in a non-equilibrium geometry, with properties calculated with the ωB97M-V functional and the def2-TZVPD basis.

Last column: Löwdin charge in e.
Atoms and positions in Å:
N 5.900 3.163 -0.069  0.069
C 4.834 2.089 -0.161  -0.457
C 3.496 2.762 0.485  -0.102
C 2.813 1.914 1.667  -0.158
C 1.213 2.198 1.829  -0.147
C 0.397 1.991 0.459  -0.071
C -0.268 3.369 -0.089  -0.295
F 0.748 4.376 0.180  0.021
F -1.389 3.778 0.682  0.083
C -0.479 3.395 -1.671  -0.288
F 0.601 2.783 -2.396  0.035
F -0.443 4.778 -2.066  0.058
S -2.081 2.696 -2.327  1.010
F -2.327 1.671 -1.039  -0.159
F -3.018 3.918 -1.700  -0.153
F -1.896 3.656 -3.716  -0.172
F -1.196 1.495 -3.130  -0.224
F -3.462 2.065 -3.022  -0.148
C 4.587 1.877 -1.730  0.008
N 4.205 0.479 -2.157  -0.095
O 3.290 0.595 -3.185  0.055
C 3.699 -0.283 -0.973  -0.150
N 3.184 -1.648 -1.244  0.116
C 1.723 -1.698 -1.430  -0.287
O 1.067 -1.192 -2.347  0.175
F 0.968 -2.364 -0.409  0.066
C 3.933 -2.393 -2.256  -0.303
O 4.945 -3.080 -2.087  0.159
F 3.424 -2.318 -3.601  0.073
C 4.921 -0.317 0.085  -0.065
O 5.353 0.968 0.570  -0.059
H 5.536 4.053 -0.451  0.099
H 5.993 3.346 0.950  0.106
H 2.762 3.036 -0.369  0.106
H 3.785 3.781 0.950  0.136
H 3.300 2.267 2.654  0.134
H 2.913 0.780 1.587  0.102
H 0.842 1.364 2.543  0.125
H 0.991 3.181 2.372  0.132
H 0.980 1.437 -0.361  0.108
H -0.511 1.313 0.699  0.124
H 3.809 2.586 -2.197  0.168
H 5.583 2.143 -2.263  0.172
H 5.068 0.073 -2.593  0.220
H 3.732 1.135 -3.890  0.165
H 2.791 0.316 -0.572  0.175
H 5.792 -0.861 -0.450  0.156
H 4.628 -1.002 0.970  0.172
O -1.136 -1.447 2.805  -0.301
S -2.307 -1.739 2.015  0.602
O -3.529 -0.994 2.161  -0.268
O -2.643 -3.317 2.133  -0.259
C -2.790 -3.891 3.432  -0.259
C -4.147 -3.570 4.029  -0.067
C -1.851 -1.742 0.305  -0.115
H -1.982 -3.568 4.093  0.104
H -2.699 -4.973 3.314  0.126
H -4.236 -2.504 4.252  0.074
H -4.299 -4.123 4.959  0.086
H -4.948 -3.822 3.330  0.086
H -0.962 -2.352 0.180  0.044
H -1.644 -0.712 0.011  0.048
H -2.680 -2.137 -0.282  0.087
O -1.919 -1.813 6.826  -0.280
S -0.707 -2.507 7.174  0.593
O -0.602 -3.942 7.099  -0.284
O -0.227 -2.026 8.641  -0.265
C -1.154 -2.110 9.724  -0.267
C -1.276 -3.530 10.244  -0.074
C 0.634 -1.799 6.260  -0.120
H -2.130 -1.711 9.430  0.117
H -0.769 -1.468 10.520  0.124
H -1.749 -4.180 9.505  0.071
H -1.881 -3.556 11.153  0.083
H -0.290 -3.949 10.460  0.086
H 0.595 -0.715 6.361  0.075
H 0.515 -2.084 5.214  0.062
H 1.572 -2.193 6.649  0.074
O 2.834 3.477 -6.864  -0.300
S 1.681 3.214 -7.688  0.608
O 0.475 3.989 -7.575  -0.269
O 1.302 1.644 -7.573  -0.258
C 1.108 1.090 -6.275  -0.264
C -0.255 1.446 -5.711  -0.065
C 2.183 3.197 -9.385  -0.116
H 1.909 1.402 -5.597  0.091
H 1.179 0.005 -6.381  0.127
H -0.327 2.515 -5.501  0.067
H -0.437 0.906 -4.785  0.056
H -1.045 1.203 -6.426  0.101
H 3.063 2.562 -9.486  0.075
H 2.423 4.220 -9.675  0.081
H 1.361 2.821 -9.993  0.080
O -7.212 7.571 0.194  -0.281
S -7.846 6.302 0.443  0.605
O -7.342 5.381 1.427  -0.283
O -8.020 5.517 -0.962  -0.265
C -6.869 5.328 -1.782  -0.263
C -6.001 4.194 -1.271  -0.076
C -9.567 6.576 0.756  -0.122
H -6.297 6.257 -1.868  0.118
H -7.231 5.079 -2.783  0.125
H -5.543 4.451 -0.313  0.075
H -5.202 3.973 -1.979  0.049
H -6.596 3.291 -1.113  0.092
H -9.968 7.225 -0.021  0.075
H -9.658 7.055 1.731  0.078
H -10.081 5.615 0.764  0.075
O 2.726 -5.149 -0.316  -0.302
S 3.027 -6.269 -1.174  0.601
O 2.218 -6.585 -2.321  -0.273
O 3.187 -7.598 -0.269  -0.258
C 2.128 -7.949 0.623  -0.264
C 0.975 -8.606 -0.112  -0.072
C 4.715 -6.149 -1.692  -0.119
H 1.791 -7.074 1.187  0.115
H 2.544 -8.657 1.344  0.126
H 0.474 -7.894 -0.772  0.071
H 0.236 -8.989 0.596  0.084
H 1.332 -9.429 -0.735  0.088
H 5.340 -5.968 -0.819  0.081
H 4.792 -5.315 -2.389  0.046
H 5.001 -7.076 -2.188  0.083

**Gap between HOMO and LUMO**: 0.2908 Ha
**Net charge**: +1

---

Record 5
Below is a cluster of 2 separate species, C2H8N2 in total in a non-equilibrium geometry, with properties calculated with the ωB97M-V functional and the def2-TZVPD basis.

Last column: Löwdin charge in e.
Atoms and positions in Å:
N 3.264 0.496 2.195  -0.029
H 3.465 -0.488 2.211  -0.020
H 2.598 0.757 2.969  0.026
H 2.785 0.614 1.251  0.024
C -0.715 -0.998 -0.471  -0.018
C -2.039 -0.469 -0.957  -0.189
N -2.184 0.957 -1.252  -0.011
H -0.019 -0.218 -0.216  0.002
H -0.313 -1.905 -0.813  -0.004
H -2.654 -1.226 -1.468  0.081
H -1.393 1.542 -1.350  0.052
H -2.795 0.937 -2.099  0.087

**Gap between HOMO and LUMO**: 0.3319 Ha
**Relative energy (zero: lowest compared OMol25 entry of this formula, charge and spin)**: 48.05 kcal/mol
**Net charge**: 0

---

Number 1: electronic energy -2177.60529 Eh, HOMO level -8.02 eV. Number 2: electronic energy -302.47623 Eh, HOMO level -9.17 eV. Number 3: electronic energy -5317.11735 Eh, HOMO level -8.67 eV. Number 4: electronic energy -6143.83591 Eh, HOMO level -11.89 eV. Number 5: electronic energy -190.42228 Eh, HOMO level -8.13 eV.